Molecular formula: C42H76ClO15PS
Method: DFT, ωB97M-V/def2-TZVPD

XYZ file:
```
136
C42H76ClO15PS ωB97M-V/def2-TZVPD
C 0.477 0.809 0.964
O 1.017 1.073 2.242
C 2.402 0.763 2.400
C 2.555 -0.366 3.430
C 2.204 -1.717 2.755
C 2.646 -2.931 3.585
C 3.275 -4.099 2.809
C 4.685 -3.842 2.233
C 4.826 -3.437 0.759
C 4.864 -4.621 -0.218
C 3.495 -5.205 -0.593
C 2.710 -4.260 -1.521
C 1.632 -3.372 -0.834
C 0.436 -3.153 -1.707
C -0.870 -3.389 -1.407
P -1.378 -3.990 0.276
S -3.242 -3.723 0.742
C -1.923 -3.159 -2.455
O -3.092 -3.483 -2.290
C -1.558 -2.555 -3.772
C -0.281 -2.321 -4.061
Cl 0.196 -1.672 -5.586
C 0.799 -2.612 -3.066
O 1.964 -2.374 -3.381
H 1.176 1.000 0.148
H -0.361 1.495 0.811
H 0.096 -0.222 0.890
H 2.931 1.661 2.742
H 2.870 0.473 1.456
H 3.620 -0.404 3.682
H 1.918 -0.191 4.296
H 2.653 -1.672 1.761
H 1.120 -1.701 2.607
H 1.740 -3.326 4.042
H 3.299 -2.666 4.422
H 2.553 -4.456 2.073
H 3.390 -4.912 3.534
H 5.226 -4.790 2.329
H 5.187 -3.140 2.902
H 4.082 -2.720 0.408
H 5.793 -2.929 0.672
H 5.561 -5.389 0.127
H 5.288 -4.255 -1.161
H 3.692 -6.116 -1.167
H 2.933 -5.541 0.280
H 3.441 -3.562 -1.923
H 2.308 -4.827 -2.360
H 1.410 -3.796 0.139
H 2.066 -2.386 -0.637
H -0.899 -5.309 0.422
H -0.580 -3.215 1.144
H -2.322 -2.317 -4.499
C -2.062 1.858 4.221
C -2.575 0.728 3.355
O -1.842 -0.483 3.594
C -2.178 -1.309 4.589
C -3.149 -0.825 5.637
O -1.655 -2.388 4.672
H -2.196 1.642 5.283
H -2.587 2.785 3.989
H -0.996 2.004 4.053
H -3.647 0.568 3.471
H -2.409 0.976 2.307
H -2.588 -0.416 6.477
H -3.733 -1.676 5.978
H -3.854 -0.079 5.278
C 0.256 5.914 -1.337
C 1.739 5.613 -1.384
O 2.057 4.373 -0.740
C 1.968 3.196 -1.372
C 1.248 3.128 -2.689
O 2.400 2.201 -0.837
H -0.322 5.160 -1.873
H 0.050 6.888 -1.783
H -0.097 5.917 -0.311
H 2.132 5.630 -2.402
H 2.286 6.374 -0.829
H 0.209 2.851 -2.506
H 1.714 2.366 -3.297
H 1.279 4.051 -3.263
C 5.382 -1.915 -3.068
C 4.793 -1.644 -4.436
O 4.890 -0.260 -4.782
C 5.980 0.296 -5.340
C 7.274 -0.481 -5.376
O 5.918 1.428 -5.736
H 6.447 -1.683 -3.033
H 5.250 -2.963 -2.798
H 4.892 -1.291 -2.318
H 5.237 -2.269 -5.214
H 3.731 -1.875 -4.423
H 7.870 -0.213 -4.504
H 7.815 -0.201 -6.276
H 7.144 -1.560 -5.404
C -6.104 -4.357 -2.556
C -6.416 -5.279 -3.714
O -7.622 -6.023 -3.502
C -8.845 -5.549 -3.795
C -9.015 -4.080 -4.108
O -9.789 -6.286 -3.735
H -6.881 -3.603 -2.423
H -5.155 -3.849 -2.715
H -6.045 -4.923 -1.626
H -6.453 -4.750 -4.668
H -5.629 -6.026 -3.806
H -9.286 -3.554 -3.194
H -9.823 -3.977 -4.829
H -8.136 -3.612 -4.545
C -5.268 5.240 -0.286
C -4.206 4.318 0.277
O -4.475 3.982 1.640
C -5.268 2.981 2.047
C -6.165 2.281 1.053
O -5.307 2.699 3.214
H -6.249 4.765 -0.299
H -5.016 5.536 -1.305
H -5.353 6.135 0.329
H -4.069 3.422 -0.330
H -3.246 4.832 0.290
H -7.148 2.750 1.073
H -6.261 1.241 1.354
H -5.788 2.280 0.033
C 2.541 8.251 3.135
C 1.034 8.372 3.034
O 0.490 7.448 2.089
C 0.181 6.170 2.395
C 0.663 5.579 3.696
O -0.412 5.505 1.592
H 2.841 7.266 3.494
H 2.941 9.002 3.816
H 2.996 8.388 2.154
H 0.544 8.270 4.003
H 0.773 9.361 2.659
H 1.606 5.062 3.517
H -0.077 4.858 4.036
H 0.793 6.305 4.495
```

Calculated values
SMILES string = COCCCCCCCCCCCC1=C([PH2]=S)C(=O)C=C(Cl)C1=O.CCOC(C)=O.CCOC(C)=O.CCOC(C)=O.CCOC(C)=O.CCOC(C)=O.CCOC(C)=O
frontier orbital gap = 0.232 hartree
total energy = -3974.2120 a.u.
molar mass = 919.5 g mol⁻¹
LUMO energy = -2.16 eV
maximum force = 2.002 eV/Å
net charge = 0

Mulliken population analysis, charges in e, atoms 1 to 99:
1. C -0.269
2. O -0.079
3. C -0.752
4. C -0.993
5. C 1.655
6. C -1.369
7. C -0.448
8. C -0.987
9. C 0.297
10. C -0.797
11. C -1.179
12. C -0.054
13. C 1.113
14. C -0.563
15. C 0.681
16. P 0.346
17. S -0.355
18. C 0.075
19. O -0.468
20. C -0.346
21. C 0.205
22. Cl -0.175
23. C -0.144
24. O -0.576
25. H 0.134
26. H 0.193
27. H 0.072
28. H 0.362
29. H 0.348
30. H 0.542
31. H 0.232
32. H -0.592
33. H -0.309
34. H 0.357
35. H 0.487
36. H 0.080
37. H 0.362
38. H 0.451
39. H 0.409
40. H -0.348
41. H 0.412
42. H 0.510
43. H 0.093
44. H 0.361
45. H 0.595
46. H -0.585
47. H 0.685
48. H -0.254
49. H -0.117
50. H 0.134
51. H -0.077
52. H 0.543
53. C -0.786
54. C -0.450
55. O -0.380
56. C 0.917
57. C -1.193
58. O -0.564
59. H 0.279
60. H 0.336
61. H 0.182
62. H 0.518
63. H 0.158
64. H 0.279
65. H 0.352
66. H 0.337
67. C -0.413
68. C -0.585
69. O -0.352
70. C 0.871
71. C -1.114
72. O -0.664
73. H 0.283
74. H 0.441
75. H -0.136
76. H 0.442
77. H 0.342
78. H 0.231
79. H 0.357
80. H 0.353
81. C -0.253
82. C -0.395
83. O -0.406
84. C 0.690
85. C -0.868
86. O -0.584
87. H 0.430
88. H -0.124
89. H 0.181
90. H 0.321
91. H 0.235
92. H 0.247
93. H 0.312
94. H 0.319
95. C -0.469
96. C -0.500
97. O -0.380
98. C 0.707
99. C -0.866



Molecular formula: C42H77Cl3N14
Method: DFT, ωB97M-V/def2-TZVPD

XYZ file:
```
136
C42H77Cl3N14 ωB97M-V/def2-TZVPD
C 4.073 -0.310 -5.250
C 4.237 -0.724 -6.711
N 3.458 -1.956 -6.909
C 2.184 -2.351 -6.510
C 1.862 -3.557 -7.020
N 3.026 -4.074 -7.528
C 3.934 -3.070 -7.598
C 3.113 -5.415 -8.140
H 4.489 0.664 -4.992
H 4.421 -1.110 -4.597
H 3.011 -0.221 -5.019
H 5.263 -1.023 -6.925
H 4.004 0.058 -7.434
H 1.599 -1.550 -6.083
H 0.982 -4.161 -6.853
H 4.828 -3.138 -8.200
H 2.192 -5.550 -8.706
H 3.309 -6.164 -7.373
H 3.929 -5.563 -8.847
C 2.346 -0.724 -1.176
C 0.976 -0.956 -0.649
N 0.102 0.220 -0.674
C -1.269 0.149 -0.684
C -1.775 1.385 -0.819
N -0.736 2.276 -0.648
C 0.394 1.538 -0.570
C -0.630 3.762 -0.677
H 2.972 -1.554 -0.846
H 2.786 0.202 -0.805
H 2.388 -0.727 -2.265
H 0.883 -1.252 0.396
H 0.569 -1.819 -1.176
H -1.736 -0.816 -0.814
H -2.766 1.805 -0.903
H 1.397 1.936 -0.576
H 0.393 4.125 -0.580
H -1.088 4.148 0.233
H -1.072 4.173 -1.585
C -6.854 7.903 2.479
C -5.634 8.743 2.718
N -4.616 7.826 3.309
C -4.380 7.668 4.692
C -3.211 6.864 4.839
N -2.880 6.502 3.510
C -3.726 7.091 2.608
C -1.733 5.730 3.240
H -7.237 7.486 3.411
H -6.609 7.025 1.882
H -7.695 8.476 2.087
H -5.850 9.509 3.463
H -5.240 9.232 1.827
H -4.930 8.195 5.457
H -2.653 6.457 5.670
H -3.626 6.970 1.540
H -1.752 4.750 3.716
H -0.880 6.337 3.544
H -1.400 5.595 2.211
C -3.510 -5.423 5.946
C -4.164 -5.013 4.600
N -3.545 -3.715 4.212
C -3.647 -2.613 4.969
C -2.851 -1.544 4.424
N -2.118 -2.123 3.325
C -2.614 -3.431 3.220
C -1.061 -1.458 2.609
H -3.604 -4.703 6.758
H -2.428 -5.523 5.856
H -3.918 -6.303 6.444
H -5.234 -4.891 4.768
H -3.929 -5.800 3.884
H -4.328 -2.540 5.804
H -2.648 -0.515 4.681
H -2.238 -4.169 2.527
H -1.448 -0.758 1.869
H -0.476 -2.141 1.993
H -0.403 -0.816 3.195
C 1.138 -7.092 2.428
C 0.608 -5.902 1.726
N 1.664 -5.091 1.030
C 2.628 -4.365 1.659
C 3.495 -3.857 0.715
N 3.137 -4.398 -0.515
C 1.991 -5.146 -0.286
C 3.571 -4.167 -1.911
H 1.645 -7.724 1.699
H 0.316 -7.726 2.760
H 1.943 -6.833 3.117
H 0.107 -5.218 2.410
H -0.138 -6.191 0.986
H 2.546 -4.304 2.735
H 4.376 -3.232 0.716
H 1.378 -5.687 -0.993
H 2.899 -3.437 -2.362
H 3.550 -5.089 -2.491
H 4.542 -3.673 -1.877
C -4.874 -1.328 1.574
C -5.097 0.061 2.243
N -5.149 1.075 1.174
C -4.646 2.375 1.205
C -5.116 3.030 0.011
N -6.051 2.211 -0.575
C -5.976 1.005 0.082
C -6.983 2.519 -1.534
H -4.934 -2.150 2.287
H -3.959 -1.487 1.004
H -5.664 -1.554 0.857
H -4.177 0.322 2.766
H -5.941 0.068 2.932
H -3.999 2.688 2.011
H -4.927 4.046 -0.304
H -6.553 0.113 -0.112
H -7.992 2.207 -1.263
H -6.768 2.033 -2.485
H -7.023 3.604 -1.633
C 5.742 -0.665 -2.290
C 5.493 0.373 -1.187
N 6.554 1.277 -0.866
C 7.920 1.033 -0.950
C 8.555 2.153 -0.345
N 7.581 3.011 0.047
C 6.342 2.483 -0.274
C 7.916 4.232 0.708
H 6.337 -0.312 -3.132
H 4.905 -1.252 -2.668
H 6.390 -1.404 -1.817
H 5.014 -0.010 -0.286
H 4.670 0.987 -1.554
H 8.289 0.137 -1.428
H 9.582 2.372 -0.091
H 5.388 2.969 -0.128
H 7.066 4.582 1.294
H 8.058 5.041 -0.009
H 8.823 4.079 1.293
Cl -1.958 -3.562 -0.246
Cl -0.267 3.261 -4.098
Cl 3.056 3.971 -1.529
```

Calculated values
spin multiplicity = 2
frontier orbital gap (alpha / beta) = 0.261 / 0.163 hartree
⟨S²⟩ = 0.753
total energy = -3791.9121 a.u.
molar mass = 884.5 g mol⁻¹
LUMO energy (alpha / beta) = -9.45 / -11.91 eV
maximum force = 6.244 eV/Å
net charge = +5

Mulliken population analysis, charges in e, atoms 1 to 99:
1. C -1.104
2. C -0.481
3. N 0.193
4. C -0.316
5. C -0.626
6. N 0.138
7. C -0.103
8. C -0.844
9. H 0.576
10. H 0.217
11. H 0.264
12. H 0.336
13. H 0.325
14. H 0.490
15. H 0.449
16. H 0.397
17. H 0.368
18. H 0.309
19. H 0.353
20. C -0.798
21. C -0.044
22. N 0.481
23. C -0.507
24. C -1.030
25. N 0.397
26. C -0.046
27. C -0.780
28. H 0.076
29. H 0.469
30. H 0.254
31. H -0.177
32. H 0.233
33. H 0.447
34. H 0.696
35. H 0.123
36. H 0.189
37. H 0.228
38. H 0.407
39. C -0.990
40. C -0.521
41. N 0.140
42. C -0.385
43. C -0.403
44. N 0.150
45. C -0.072
46. C -0.835
47. H 0.341
48. H 0.255
49. H 0.386
50. H 0.314
51. H 0.348
52. H 0.423
53. H 0.461
54. H 0.445
55. H 0.364
56. H 0.429
57. H 0.141
58. C -1.156
59. C -0.418
60. N 0.338
61. C -0.689
62. C -0.483
63. N 0.532
64. C -0.437
65. C -0.607
66. H 0.368
67. H 0.318
68. H 0.401
69. H 0.284
70. H 0.317
71. H 0.465
72. H 0.604
73. H 0.375
74. H 0.285
75. H -0.076
76. H 0.450
77. C -1.143
78. C -0.353
79. N 0.310
80. C -0.462
81. C -0.562
82. N 0.158
83. C -0.202
84. C -0.917
85. H 0.365
86. H 0.401
87. H 0.346
88. H -0.035
89. H 0.468
90. H 0.577
91. H 0.561
92. H 0.417
93. H 0.392
94. H 0.422
95. H 0.283
96. C -1.045
97. C 0.040
98. N 0.445
99. C -0.315



Molecular formula: C42H78Br15Cl14O7P
Method: DFT, ωB97M-V/def2-TZVPD

XYZ file:
```
157
C42H78Br15Cl14O7P ωB97M-V/def2-TZVPD
C -2.177 -3.207 -1.070
C -1.934 -2.098 -2.112
C -1.412 -0.791 -1.463
C -0.273 -0.956 -0.394
P 0.188 0.504 0.626
C -0.927 0.525 2.119
C -2.439 0.721 1.976
C -3.218 0.835 3.318
C -4.724 1.051 3.228
C 1.928 0.522 1.146
C 2.333 -0.471 2.326
C 3.890 -0.319 2.516
C 4.725 -0.699 1.255
C -0.063 1.955 -0.496
C 0.991 2.047 -1.637
C 0.993 3.411 -2.217
C 1.697 3.340 -3.576
H -2.802 -2.831 -0.260
H -1.232 -3.616 -0.712
H -2.699 -4.043 -1.535
H -2.831 -1.859 -2.684
H -1.341 -2.437 -2.962
H -2.189 -0.391 -0.812
H -1.049 -0.077 -2.202
H 0.627 -1.280 -0.916
H -0.409 -1.777 0.310
H -0.614 1.454 2.594
H -0.666 -0.310 2.770
H -2.845 -0.038 1.308
H -2.570 1.645 1.413
H -2.680 1.445 4.043
H -3.097 -0.146 3.779
H -5.282 0.242 2.757
H -4.991 2.047 2.874
H -5.027 1.034 4.275
H 1.892 1.550 1.509
H 2.643 0.414 0.330
H 2.137 -1.519 2.099
H 1.869 -0.169 3.265
H 4.135 -1.060 3.278
H 4.164 0.639 2.957
H 5.803 -0.783 1.395
H 4.714 0.113 0.527
H 4.437 -1.640 0.787
H -0.143 2.867 0.096
H -1.015 1.800 -1.004
H 0.796 1.318 -2.423
H 1.992 1.890 -1.236
H 1.457 4.079 -1.491
H -0.033 3.729 -2.398
H 1.722 4.309 -4.074
H 1.114 2.681 -4.220
H 2.711 2.947 -3.503
C 2.322 5.834 2.811
C 1.400 5.041 1.870
O 0.996 3.809 2.458
H 3.352 5.494 2.914
H 1.963 5.958 3.833
H 2.449 6.813 2.348
H 1.980 4.932 0.953
H 0.576 5.651 1.501
O 2.897 -0.563 -2.088
C 4.063 -0.262 -2.446
O 4.439 0.928 -3.032
C 5.885 1.024 -3.050
C 6.367 -0.074 -2.078
C 5.314 -1.125 -2.113
H 6.205 2.024 -2.759
H 6.203 0.742 -4.054
H 6.498 0.246 -1.044
H 7.327 -0.376 -2.497
H 5.116 -1.629 -1.167
H 5.517 -1.813 -2.933
O 0.016 -3.238 2.203
C -0.087 -4.486 2.248
O -0.528 -5.108 3.441
C -0.674 -6.525 3.151
C 0.279 -6.795 2.014
C 0.270 -5.488 1.211
H -1.723 -6.604 2.867
H -0.416 -7.104 4.038
H 0.010 -7.625 1.360
H 1.288 -7.102 2.289
H -0.450 -5.587 0.399
H 1.290 -5.347 0.853
O -0.692 -7.977 -1.844
C -1.029 -8.015 -3.001
O -0.609 -8.925 -3.868
C -0.999 -8.518 -5.255
C -1.409 -7.049 -5.094
C -2.023 -7.089 -3.680
H -1.802 -9.152 -5.632
H -0.114 -8.589 -5.887
H -2.022 -6.771 -5.952
H -0.636 -6.281 -5.060
H -2.913 -7.717 -3.654
H -2.093 -6.119 -3.187
C -6.072 -0.163 -0.573
Cl -4.807 0.885 -1.246
Cl -5.666 -1.873 -0.895
H -6.238 0.084 0.475
H -7.037 0.073 -1.022
C 2.963 2.880 4.653
Cl 2.616 1.722 5.975
Cl 4.689 3.062 4.478
H 2.582 2.373 3.767
H 2.372 3.763 4.898
C -2.522 4.784 1.014
Cl -4.250 4.412 1.380
Cl -2.146 4.540 -0.741
H -2.241 5.772 1.377
H -1.925 4.073 1.584
C 4.512 3.641 -0.019
Cl 6.151 2.966 0.322
Cl 4.841 5.103 -0.877
H 3.904 3.043 -0.699
H 4.039 3.919 0.923
C -1.053 4.148 5.270
Cl -2.590 4.608 4.490
Cl -1.293 2.915 6.586
H -0.491 3.638 4.488
H -0.533 5.004 5.700
C 1.194 5.209 -7.417
Cl -0.492 4.749 -8.003
Cl 2.054 3.783 -6.918
H 1.774 5.681 -8.210
H 1.006 5.920 -6.614
C -2.606 -2.837 -7.154
Cl -1.654 -3.367 -5.734
Cl -4.167 -2.135 -6.598
H -2.055 -2.067 -7.694
H -2.881 -3.672 -7.799
C -6.482 -3.426 3.219
Br -4.868 -2.449 2.645
Br -6.242 -5.279 3.901
Br -8.042 -3.359 1.947
H -6.816 -2.868 4.094
C 1.645 -2.760 6.254
Br 0.242 -1.913 5.130
Br 3.383 -1.860 5.853
Br 1.820 -4.721 6.075
H 1.395 -2.536 7.292
C -2.083 2.549 -5.885
Br -3.739 2.927 -6.897
Br -2.436 1.128 -4.554
Br -1.738 4.191 -4.925
H -1.339 2.289 -6.638
C -3.539 -0.945 7.035
Br -4.053 0.940 7.653
Br -5.045 -1.841 6.158
Br -2.450 -1.998 8.291
H -2.840 -0.849 6.204
C 1.971 7.488 -2.152
Br 0.172 6.709 -2.485
Br 1.749 8.811 -0.678
Br 2.615 8.362 -3.793
H 2.663 6.734 -1.778
```

Calculated values
spin multiplicity = 2
frontier orbital gap (alpha / beta) = 0.094 / 0.228 hartree
⟨S²⟩ = 0.755
total energy = -47567.9218 a.u.
molar mass = 2421.0 g mol⁻¹
LUMO energy (alpha / beta) = 0.98 / 0.98 eV
maximum force = 4.498 eV/Å
net charge = -1

Mulliken population analysis, charges in e, atoms 1 to 99:
1. C -1.119
2. C -0.526
3. C 0.613
4. C -1.125
5. P 0.852
6. C 0.064
7. C 1.138
8. C -0.222
9. C -1.011
10. C -0.091
11. C 0.443
12. C -0.349
13. C -0.997
14. C -0.994
15. C 0.679
16. C 1.423
17. C -1.385
18. H 0.235
19. H 0.087
20. H 0.392
21. H 0.533
22. H 0.141
23. H -0.178
24. H -0.505
25. H 0.836
26. H 0.351
27. H 0.132
28. H -0.397
29. H -0.160
30. H -0.031
31. H 0.088
32. H 0.050
33. H -0.005
34. H 0.101
35. H 0.397
36. H 0.315
37. H -0.522
38. H -0.016
39. H 0.271
40. H 0.199
41. H -0.176
42. H 0.465
43. H -0.112
44. H 0.401
45. H 0.045
46. H 1.160
47. H 0.138
48. H -1.329
49. H -0.196
50. H -0.320
51. H 0.318
52. H 0.467
53. H 0.119
54. C -1.403
55. C 0.782
56. O -0.383
57. H 0.231
58. H 0.247
59. H 0.339
60. H -0.636
61. H 0.090
62. O -0.571
63. C 0.516
64. O -0.227
65. C -0.519
66. C -0.333
67. C -0.373
68. H 0.316
69. H 0.330
70. H 0.021
71. H 0.466
72. H 0.039
73. H 0.394
74. O -0.156
75. C 0.212
76. O -0.332
77. C -0.475
78. C -0.638
79. C -0.242
80. H 0.298
81. H 0.332
82. H 0.326
83. H 0.281
84. H 0.182
85. H 0.265
86. O -0.564
87. C 0.556
88. O -0.370
89. C -0.471
90. C -0.385
91. C -0.117
92. H 0.298
93. H 0.301
94. H 0.241
95. H 0.258
96. H 0.316
97. H -0.044
98. C -0.275
99. Cl -0.081



What is the net charge in the second record? +5